DFT (ωB97M-V/def2-TZVPD) results for C28H44BBr27N2O7 as an isolated structure in a non-equilibrium geometry.

Output
LUMO level = -0.42 eV
E = -71252.5177 Ha
E_HOMO = -8.745 eV

Atoms and positions in Å:
Br 1.54 6.15 1.07
Br -5.61 -2.74 -4.15
Br 4.52 -7.37 -5.14
Br -1.58 9.68 -3.18
Br 4.20 6.15 -0.69
Br 3.14 6.14 -4.58
Br -2.71 3.75 3.83
Br -6.52 3.79 -0.48
Br 0.93 -4.96 8.09
Br 3.12 3.43 0.52
Br 6.45 -5.85 -3.13
Br 0.97 -6.15 5.14
Br -4.43 -0.10 -2.89
Br -5.62 2.61 3.26
Br 4.32 -7.94 -2.02
Br 2.83 1.66 4.82
Br 4.47 8.81 -3.49
Br -0.87 -3.65 5.82
Br -9.23 3.77 1.18
Br -7.98 6.53 0.21
Br 2.70 -1.28 5.95
Br 1.98 8.97 -5.45
Br -4.26 2.13 6.09
Br 4.06 1.03 7.68
Br 0.80 9.32 -1.09
Br -0.59 6.77 -2.37
Br -6.67 0.10 -5.13
O -3.14 3.36 -1.46
O 3.18 -0.05 2.04
O -1.58 1.91 -1.73
O 1.24 1.63 0.53
O 3.23 1.44 -0.77
O -0.63 -5.62 -3.34
O -1.18 -3.66 -4.27
N 2.88 -1.21 -0.92
N -2.17 3.19 -2.07
C -2.00 -3.28 -3.14
C -3.08 0.13 2.11
C -2.82 -1.39 2.27
C 1.91 -0.52 -0.09
C 2.31 0.98 -0.19
C 2.85 7.96 -4.06
C -0.89 0.97 1.17
C 2.05 -2.94 2.78
C 3.27 5.34 0.79
C -4.42 3.32 4.59
C 3.71 0.35 5.92
C -1.20 -2.90 -1.90
C 3.33 -2.51 -0.45
C -2.37 0.68 0.87
C 5.48 -7.48 -3.48
C 3.05 -4.03 -2.48
C 4.04 -3.31 -1.55
C -0.09 -5.27 6.48
C -0.81 -4.93 -4.30
C 0.45 -0.37 -0.55
C 0.01 1.03 -0.05
C 0.13 -0.69 -2.01
C -0.32 2.11 -1.08
C 1.21 -1.69 2.37
C -7.61 4.74 0.78
C -5.98 -0.92 -3.66
C -0.84 8.58 -1.78
C 0.15 -2.23 -2.17
B 2.11 -0.74 1.51
H -1.55 8.57 -0.98
H -0.67 -5.31 -5.31
H -0.90 -5.94 6.74
H -4.15 0.25 1.93
H 6.21 -8.27 -3.58
H 4.66 0.13 5.46
H 3.56 -4.76 -3.09
H -7.05 4.80 1.70
H 0.50 2.18 -1.80
H -0.25 -1.01 0.00
H 2.91 0.65 2.65
H 0.84 -2.60 -1.41
H -0.85 -0.31 -2.31
H -2.48 -1.61 3.28
H 0.86 -1.15 3.26
H 0.37 -2.03 1.76
H 0.91 -0.26 -2.64
H -2.78 0.67 3.00
H 3.85 5.53 1.68
H -0.52 0.19 1.84
H -2.04 -1.70 1.58
H 2.29 -4.52 -1.87
H -1.82 -2.29 -1.24
H -3.73 -1.96 2.09
H 0.55 -2.51 -3.14
H -6.75 -0.94 -2.90
H 1.86 -3.18 3.82
H -0.36 3.05 -0.54
H 3.12 -2.79 2.62
H 2.63 -1.23 -1.90
H 1.74 -3.79 2.18
H -1.01 -3.83 -1.36
H 2.61 -3.27 -3.13
H -2.46 -0.05 0.06
H 2.18 7.95 -3.21
H 4.73 -2.67 -2.09
H 4.65 -4.06 -1.04
H 4.08 -2.38 0.34
H -4.85 4.24 4.95
H -0.83 1.92 1.71
H -2.85 1.61 0.58
H -2.67 -2.50 -3.46
H 2.52 -3.14 -0.07
H -2.61 -4.14 -2.88